Entry 1:
{"formula": "C5H8O2", "method": "the ωB97M-V functional and the def2-TZVPD basis", "e_homo_ev": -9.15, "lumo_energy_ev": 0.4, "fmax_ev_per_a": 0.313, "charge": 0, "de_lowest_kj_mol": 548.2, "gap_ev": 9.549, "elements": ["C", "C", "O", "C", "C", "C", "O", "H", "H", "H", "H", "H", "H", "H", "H"], "coordinates": [[-1.8040, -0.1636, -0.1697], [-0.5839, 0.6665, 0.1628], [-0.2547, 0.5434, 1.5630], [1.5196, 0.3578, 0.9155], [1.3442, -0.9794, 0.2951], [0.7564, 0.2260, -0.3802], [1.2634, 0.6987, -1.5796], [-1.6365, -1.2141, 0.0885], [-2.6795, 0.1925, 0.3829], [-2.0221, -0.0937, -1.2421], [-0.7467, 1.7216, -0.0985], [0.8280, 1.0267, 1.7288], [2.2600, -1.3198, -0.1881], [0.7686, -1.7524, 0.7981], [0.9872, 0.0899, -2.2768]], "forces_ev_per_a": [[0.0092, -0.0354, -0.0099], [-0.0919, -0.0284, -0.1687], [0.1697, 0.1274, 0.0762], [0.1301, -0.1980, -0.1923], [0.0110, -0.1044, 0.0121], [-0.1124, -0.0105, 0.1964], [-0.0664, -0.1121, -0.1650], [-0.0162, 0.1474, -0.0314], [0.1267, -0.0359, -0.0700], [0.0282, 0.0109, 0.1435], [0.0284, -0.1294, 0.0414], [-0.2818, 0.0384, 0.1314], [-0.1110, 0.0706, 0.0578], [0.0824, 0.1373, -0.0732], [0.0938, 0.1221, 0.0515]]}

Entry 2:
{"formula": "C5H8O2", "method": "the ωB97M-V functional and the def2-TZVPD basis", "e_homo_ev": -9.63, "lumo_energy_ev": 0.6, "fmax_ev_per_a": 0.559, "charge": 0, "de_lowest_kj_mol": 280.5, "gap_ev": 10.246, "smiles": "O=C1C[C@@]2(O)C[C@@H]12.[H][H]", "elements": ["O", "C", "C", "C", "O", "C", "C", "H", "H", "H", "H", "H", "H", "H", "H"], "coordinates": [[2.3736, 0.1426, -0.8456], [1.2031, 0.0816, -0.5788], [0.0898, 1.1470, -0.4985], [-0.8015, 0.0416, 0.0793], [-1.6166, 0.1993, 1.1799], [-0.9388, -1.0762, -0.8861], [0.3162, -0.9915, -0.0257], [0.3562, 1.8954, 0.2550], [-0.2281, 1.6404, -1.4224], [-2.4837, 0.4915, 0.8710], [-1.6076, -1.8739, -0.5736], [-0.8877, -0.9133, -1.9612], [0.5907, -1.7950, 0.6490], [2.1482, 0.6303, 1.9048], [1.5051, 0.6218, 2.2797]], "forces_ev_per_a": [[-0.5496, -0.0318, 0.0989], [0.3870, -0.0017, -0.0788], [-0.0231, 0.1279, -0.0421], [0.0882, -0.0279, -0.1738], [-0.2121, 0.0912, -0.0458], [-0.1863, -0.0014, -0.1212], [0.2692, -0.1467, 0.1297], [-0.0014, -0.1165, -0.1012], [0.0370, -0.0842, 0.1061], [0.0850, -0.0453, 0.1149], [0.1133, 0.1137, -0.0283], [0.0023, 0.0025, 0.1780], [-0.0231, 0.1086, -0.1228], [-0.0517, 0.0077, 0.0758], [0.0651, 0.0040, 0.0106]]}

Entry 3:
{"formula": "C5H8O2", "method": "the ωB97M-V functional and the def2-TZVPD basis", "e_homo_ev": -9.02, "lumo_energy_ev": -0.4, "fmax_ev_per_a": 0.448, "charge": 0, "de_lowest_kj_mol": 649.7, "gap_ev": 8.569, "elements": ["C", "C", "O", "C", "C", "C", "O", "H", "H", "H", "H", "H", "H", "H", "H"], "coordinates": [[-1.6875, -0.0837, -0.2412], [-0.7167, 0.8090, 0.2324], [-0.1921, 0.7953, 1.5367], [1.1346, 0.5258, 1.1066], [1.2078, -0.9173, 0.6530], [0.8277, 0.1546, -0.3279], [1.0785, 0.3123, -1.5551], [-1.0090, -0.5098, -1.7147], [-1.8409, -1.0291, 0.2737], [-2.4947, 0.2572, -0.8807], [-0.7244, 1.8148, -0.1929], [1.9363, 1.0935, 1.5722], [2.2071, -1.3011, 0.4561], [0.5211, -1.6253, 1.1122], [-0.2479, -0.2962, -2.0304]], "forces_ev_per_a": [[0.0855, 0.0684, 0.0786], [-0.3954, 0.0076, -0.2096], [0.0001, -0.0191, 0.0545], [0.2265, 0.1079, 0.1013], [-0.0114, -0.1679, -0.0095], [0.1115, -0.0288, -0.2227], [-0.1485, -0.1265, 0.1829], [-0.0280, -0.0383, -0.0289], [0.0346, 0.1351, -0.0672], [0.1813, -0.0602, 0.0813], [0.0309, -0.1279, 0.0667], [-0.1215, -0.0900, -0.0805], [-0.1393, 0.1028, 0.0068], [0.0698, 0.1166, -0.0569], [0.1039, 0.1203, 0.1031]]}

Entry 4:
{"formula": "C5H8O2", "method": "the ωB97M-V functional and the def2-TZVPD basis", "e_homo_ev": -9.50, "lumo_energy_ev": 0.8, "fmax_ev_per_a": 3.836, "charge": 0, "de_lowest_kj_mol": 310.8, "gap_ev": 10.333, "smiles": "CC(=O)C1(O)CC1", "elements": ["C", "C", "O", "C", "O", "C", "C", "H", "H", "H", "H", "H", "H", "H", "H"], "coordinates": [[-1.4826, 1.1756, 0.0484], [-1.1862, -0.1766, 0.4589], [-1.8326, -0.9028, 1.1954], [0.3389, -0.4883, 0.2867], [0.7288, -1.3212, 1.3159], [1.4552, 0.3682, -0.3044], [0.8160, -0.7232, -1.1131], [-0.4871, 1.0979, 0.7688], [-0.9794, 1.5917, -0.8187], [-2.5054, 1.5738, 0.1949], [-0.1219, -1.6971, 1.6141], [2.4418, 0.1601, 0.1123], [1.3164, 1.4098, -0.5928], [0.1474, -0.4168, -1.9153], [1.3507, -1.6510, -1.2509]], "forces_ev_per_a": [[0.8974, 0.0044, 0.4830], [0.7769, -0.9882, -0.1347], [0.0911, 0.1759, -0.5551], [-0.3001, -0.5246, -0.4156], [0.0153, -0.4836, -0.0228], [-0.2857, 0.0890, 0.2671], [0.0608, -0.3897, -0.2365], [-2.1224, 3.1931, 0.1248], [-0.0997, -0.3901, -0.2517], [0.9813, -0.1286, 0.5840], [0.2109, -0.1518, 0.1916], [-0.3884, -0.0033, 0.0093], [-0.1278, -0.2678, 0.0596], [0.1326, -0.1674, 0.1111], [0.1578, 0.0327, -0.2141]]}

Entry 5:
{"formula": "C5H8O2", "method": "the ωB97M-V functional and the def2-TZVPD basis", "e_homo_ev": -10.39, "lumo_energy_ev": 0.8, "fmax_ev_per_a": 0.755, "charge": 0, "de_lowest_kj_mol": 59.3, "gap_ev": 11.157, "elements": ["C", "C", "C", "C", "C", "O", "O", "H", "H", "H", "H", "H", "H", "H", "H"], "coordinates": [[-0.7271, 1.4035, -0.3612], [-0.2222, 0.0018, 0.0889], [-1.1359, -1.1000, 0.6341], [0.9496, -0.5623, -0.7544], [1.7899, 0.1680, 0.2757], [2.9105, 0.5587, 0.3951], [0.7598, 0.3480, 1.1415], [-0.2964, 1.6948, -1.3270], [-1.8103, 1.5253, -0.4048], [-0.3510, 2.1463, 0.3571], [-0.4939, -1.7425, 1.2508], [-1.9438, -0.7352, 1.2727], [-1.5668, -1.7469, -0.1410], [1.0673, -1.6453, -0.6180], [1.0703, -0.3140, -1.8094]], "forces_ev_per_a": [[-0.1299, -0.1886, -0.0588], [-0.1255, 0.0342, 0.0847], [-0.0096, 0.1677, 0.0335], [0.0619, 0.0723, -0.0696], [0.7485, 0.0870, 0.0500], [-0.3532, -0.3155, -0.0559], [0.3603, -0.0755, 0.2453], [-0.1994, -0.2174, 0.0916], [0.0346, -0.2836, -0.0970], [-0.2162, -0.3455, -0.1283], [-0.1731, 0.1195, -0.1113], [0.0886, 0.1274, -0.1098], [0.0769, 0.4146, -0.0333], [-0.0834, 0.2529, -0.0336], [-0.0804, 0.1505, 0.1924]]}

Entry 6:
{"formula": "C5H8O2", "method": "the ωB97M-V functional and the def2-TZVPD basis", "e_homo_ev": -8.62, "lumo_energy_ev": 0.7, "fmax_ev_per_a": 1.294, "charge": 0, "de_lowest_kj_mol": 431.4, "gap_ev": 9.364, "elements": ["O", "C", "C", "C", "C", "O", "C", "H", "H", "H", "H", "H", "H", "H", "H"], "coordinates": [[1.5107, 2.0685, 0.8944], [0.3532, 1.4726, 0.8045], [0.0407, 0.9255, -0.5879], [-0.3207, -0.5323, -0.3351], [-1.6978, -1.0162, -0.4088], [-0.7406, -1.3465, -1.4134], [0.6489, -0.9718, 0.7385], [2.0035, 2.1317, 0.0459], [0.5248, -0.1015, 1.4512], [0.8968, 0.9836, -1.2863], [-0.7900, 1.5061, -1.0052], [-2.0152, -1.8452, 0.2255], [-2.4918, -0.3344, -0.7131], [1.6797, -1.0323, 0.3448], [0.3978, -1.9076, 1.2452]], "forces_ev_per_a": [[-0.0125, 0.2120, -0.2616], [-0.3376, 0.8339, -0.5213], [-0.1039, 0.2228, 0.0263], [0.0659, 0.4123, 0.5023], [-0.2568, 0.1054, 0.2362], [0.3300, -0.0511, -0.0622], [-0.0523, -0.5117, -0.1857], [-0.0475, -0.2026, 0.0651], [0.4639, -1.1985, 0.1471], [-0.0218, -0.0215, 0.0702], [0.1023, -0.0847, 0.0198], [0.1075, 0.1359, -0.1246], [0.1330, -0.1168, -0.0358], [-0.3609, 0.1503, 0.2465], [-0.0093, 0.1143, -0.1223]]}

Entry 7:
{"formula": "C5H8O2", "method": "the ωB97M-V functional and the def2-TZVPD basis", "e_homo_ev": -9.54, "lumo_energy_ev": 0.9, "fmax_ev_per_a": 0.526, "charge": 0, "de_lowest_kj_mol": 191.0, "gap_ev": 10.482, "smiles": "C=CCOCC=O", "elements": ["C", "C", "C", "O", "C", "C", "O", "H", "H", "H", "H", "H", "H", "H", "H"], "coordinates": [[-0.7281, 0.5040, 2.2114], [0.0614, 1.1909, 1.3958], [0.0553, 1.0578, -0.0991], [-0.8287, 0.0233, -0.4957], [-0.3574, -0.8116, -1.5013], [0.9059, -1.5782, -1.1602], [1.4596, -1.5570, -0.0906], [-1.4353, -0.2208, 1.8223], [-0.6899, 0.6456, 3.2872], [0.7736, 1.9122, 1.7937], [1.0757, 0.8593, -0.4485], [-0.2655, 2.0066, -0.5583], [-0.1893, -0.2906, -2.4607], [-1.1403, -1.5580, -1.6912], [1.3031, -2.1834, -2.0048]], "forces_ev_per_a": [[0.0820, 0.1020, -0.0666], [-0.1245, -0.0326, 0.1303], [0.1218, 0.1121, 0.0860], [-0.0665, -0.0368, -0.0007], [0.0335, -0.0714, -0.0495], [0.1496, -0.0204, 0.2792], [-0.2276, -0.0348, -0.4732], [0.0990, 0.0741, 0.0456], [0.0398, -0.0003, -0.1534], [-0.1053, -0.0413, -0.0542], [-0.1065, 0.0275, 0.0610], [0.0102, -0.1291, 0.0503], [0.0359, 0.0077, 0.1071], [0.1004, 0.0536, -0.0378], [-0.0417, -0.0102, 0.0760]]}

Entry 8:
{"formula": "C5H8O2", "method": "the ωB97M-V functional and the def2-TZVPD basis", "e_homo_ev": -10.50, "lumo_energy_ev": 0.7, "fmax_ev_per_a": 4.635, "charge": 0, "de_lowest_kj_mol": 78.6, "gap_ev": 11.235, "smiles": "CC1(C)CC(=O)O1", "elements": ["C", "C", "C", "C", "C", "O", "O", "H", "H", "H", "H", "H", "H", "H", "H"], "coordinates": [[-0.8756, 1.3117, -0.4269], [-0.1271, 0.0745, 0.0894], [-1.0388, -0.8956, 0.8095], [1.1046, -0.6266, -0.8016], [1.9495, -0.0320, 0.2311], [3.1191, -0.0306, 0.4543], [0.9526, 0.5226, 0.9726], [-0.1962, 2.0121, -0.9230], [-1.6613, 1.0269, -1.1347], [-1.3552, 1.8453, 0.4076], [-0.4626, -1.7439, 1.1871], [-1.5348, -0.4112, 1.6576], [-1.8123, -1.2741, 0.1320], [1.1261, -1.7083, -0.9339], [0.8122, -0.0707, -1.7212]], "forces_ev_per_a": [[0.3356, -0.4193, -0.2712], [0.9008, -1.1246, 0.2540], [0.0571, -0.0669, 0.0555], [-4.3197, 1.2024, -1.1734], [0.7519, 0.5347, 0.4340], [-0.1489, 0.0803, 0.1803], [0.3138, 0.4385, 0.5112], [-0.0440, -0.1245, 0.0580], [0.1195, -0.0085, 0.0809], [0.2408, -0.3044, -0.1335], [-0.0902, 0.0644, -0.0026], [0.0606, -0.0133, -0.1251], [0.1408, 0.0712, 0.0651], [-0.0687, 0.2212, 0.0398], [1.7507, -0.5513, 0.0269]]}